1.
{
  "formula": "C13H20ClN3O2S",
  "method": "ωB97M-V/def2-TZVPD",
  "homo_lumo_gap_ev": 8.2,
  "total_energy_ev": -45727.502,
  "de_lowest_kj_mol": 159.89,
  "molar_mass_g_mol": 317.84,
  "smiles": "Cc1nsc(Cl)c1C(=O)OCCCN1CCN(C)CC1",
  "e_lumo_ev": 0.13,
  "homo_energy_ev": -8.09,
  "symbols": ["O", "Cl", "N", "O", "S", "C", "C", "C", "C", "N", "N", "C", "C", "C", "C", "C", "C", "C", "C", "C", "H", "H", "H", "H", "H", "H", "H", "H", "H", "H", "H", "H", "H", "H", "H", "H", "H", "H", "H", "H"],
  "xyz": [[2.14051, 2.92216, -0.70177], [4.28546, 0.21612, 2.01780], [6.27789, 3.18497, -0.15251], [1.99765, 1.50905, 1.09523], [6.56054, 1.97309, 1.01077], [2.68249, 2.30875, 0.18978], [4.99242, 3.31040, -0.42237], [4.85047, 1.60412, 1.14727], [4.12064, 2.45372, 0.34954], [-3.78092, -2.61208, 0.18138], [-1.48047, -0.96803, 0.60958], [4.58174, 4.38204, -1.41961], [-4.83010, -3.40385, -0.51428], [0.66927, 1.14056, 0.73814], [-3.87347, -1.16455, -0.10909], [-2.46708, -3.21461, 0.10130], [-2.87519, -0.42696, 0.75920], [-1.43070, -2.43223, 0.95470], [-0.69627, -0.54578, -0.59814], [0.69592, -0.10244, -0.18441], [5.43272, 4.89833, -1.79626], [3.93985, 5.08700, -0.90110], [4.01856, 3.93586, -2.27290], [-5.78622, -2.96968, -0.28580], [-4.67593, -3.35373, -1.62092], [-4.88431, -4.46050, -0.23651], [0.18014, 1.98267, 0.20608], [0.12801, 0.98096, 1.63082], [-3.65800, -0.94375, -1.18045], [-4.88012, -0.81879, 0.02898], [-2.55805, -4.24892, 0.40746], [-2.15027, -3.21682, -0.93669], [-2.91426, 0.64772, 0.49837], [-3.19386, -0.58240, 1.78006], [-1.61658, -2.46573, 2.02686], [-0.42969, -2.82072, 0.78471], [-0.57295, -1.33326, -1.32764], [-1.23403, 0.26675, -1.12117], [1.19345, -0.88926, 0.35224], [1.24074, 0.16981, -1.08866]],
  "forces_ev_per_a": [[-0.41, -0.45, 0.17], [0.68, 0.63, -0.09], [-0.39, -0.66, 0.57], [1.48, 1.04, -0.92], [-1.78, 0.59, -0.90], [-1.72, 0.41, -0.19], [0.82, 0.43, 0.24], [1.03, -0.13, -0.06], [0.66, -1.37, 0.83], [-1.59, -0.25, 0.45], [-0.27, -0.01, -0.17], [-0.96, -1.31, 0.14], [1.19, 0.79, -0.53], [-0.24, 0.40, -2.11], [1.10, -1.24, -0.93], [0.10, 0.89, 0.42], [0.88, -0.32, -0.91], [-0.82, 1.29, -0.98], [-0.88, 0.11, 1.07], [-0.50, 1.35, 0.37], [0.80, 0.24, -0.15], [-0.26, 0.10, -0.12], [0.30, 0.35, 0.75], [-0.48, 0.25, 0.04], [-0.17, -0.11, 0.43], [0.43, 0.21, 0.25], [0.30, -0.39, 0.22], [-0.35, -0.40, 1.03], [0.11, -0.19, 0.15], [-0.60, 0.05, 0.44], [0.08, -0.27, 0.22], [0.52, -0.05, -0.58], [0.31, -0.45, 0.30], [0.16, 0.16, 0.49], [-0.29, -0.38, 0.02], [0.13, 0.07, -0.11], [-0.21, -0.52, -0.28], [0.20, -0.21, 0.32], [0.38, -0.52, 0.08], [0.28, -0.13, 0.01]],
  "nbo_charge": [-0.588, 0.087, -0.572, -0.514, 0.611, 0.784, 0.261, -0.164, -0.305, -0.447, -0.472, -0.638, -0.407, -0.071, -0.234, -0.233, -0.217, -0.218, -0.220, -0.423, 0.231, 0.234, 0.242, 0.200, 0.161, 0.203, 0.192, 0.205, 0.152, 0.203, 0.202, 0.154, 0.201, 0.200, 0.202, 0.200, 0.187, 0.197, 0.206, 0.210]
}

=====

2.
{
  "formula": "C13H20ClN7O",
  "method": "ωB97M-V/def2-TZVPD",
  "homo_lumo_gap_ev": 9.9,
  "total_energy_ev": -38807.266,
  "molar_mass_g_mol": 325.80,
  "smiles": "CCN(CC)C(=O)[C@H](C)N(C#N)c1nc(Cl)nc(N(C)C)n1",
  "e_lumo_ev": 0.55,
  "homo_energy_ev": -9.34,
  "symbols": ["C", "H", "H", "H", "C", "N", "C", "O", "C", "N", "C", "N", "C", "N", "C", "N", "C", "H", "H", "H", "C", "H", "H", "H", "N", "C", "N", "Cl", "C", "H", "H", "H", "H", "C", "C", "H", "H", "H", "H", "H", "H", "H"],
  "xyz": [[-2.35565, -2.41701, -1.71677], [-1.64460, -2.82634, -2.42918], [-3.36224, -2.64248, -2.06039], [-2.20498, -2.90606, -0.75778], [-2.15483, -0.90613, -1.59335], [-3.10910, -0.30861, -0.68156], [-2.96137, -0.18794, 0.65452], [-3.85190, 0.20646, 1.37949], [-1.57590, -0.53926, 1.23287], [-0.62430, 0.47615, 0.77971], [-1.00423, 1.74568, 0.73916], [-1.35196, 2.83459, 0.67865], [0.66230, 0.15774, 0.45186], [1.47585, 1.15128, 0.15551], [2.72856, 0.79746, -0.16507], [3.60345, 1.75145, -0.45934], [4.96776, 1.44579, -0.80577], [5.19166, 1.82460, -1.80539], [5.64758, 1.91616, -0.09195], [5.10342, 0.36811, -0.78392], [3.23465, 3.14442, -0.43583], [3.39356, 3.58711, -1.42142], [3.84814, 3.67931, 0.29231], [2.18639, 3.22930, -0.16202], [3.14377, -0.48844, -0.20628], [2.22966, -1.37061, 0.09367], [0.97784, -1.14286, 0.43430], [2.70208, -3.00791, 0.03425], [-1.62997, -0.56458, 2.75625], [-0.64093, -0.76529, 3.16172], [-2.31483, -1.34236, 3.08209], [-1.99387, 0.38903, 3.13212], [-1.21070, -1.49869, 0.85847], [-4.36646, 0.13935, -1.26145], [-4.25385, 1.57060, -1.77640], [-3.96795, 2.23217, -0.96267], [-5.21022, 1.89665, -2.17545], [-3.50488, 1.64655, -2.56208], [-4.64476, -0.54283, -2.06803], [-5.12305, 0.09183, -0.47584], [-2.29701, -0.43777, -2.57063], [-1.13200, -0.69707, -1.28050]],
  "forces_ev_per_a": [[0.08, 0.28, -0.06], [0.06, -0.12, -0.08], [-0.10, -0.05, -0.03], [0.03, -0.06, 0.10], [0.15, -0.40, -0.01], [-0.16, 0.09, -0.18], [0.26, -0.26, -0.09], [-0.11, 0.11, 0.32], [-0.48, -0.26, 0.55], [-0.03, -0.58, -0.01], [0.08, 0.33, -0.05], [-0.30, 0.72, 0.01], [1.22, -0.28, -0.38], [-0.29, 0.17, 0.11], [-0.47, -0.53, 0.14], [0.13, 0.13, -0.04], [0.28, -0.17, -0.07], [0.02, 0.01, 0.01], [0.02, 0.01, -0.02], [0.11, 0.13, -0.04], [-0.19, 0.29, 0.03], [0.01, 0.02, 0.01], [0.00, 0.02, -0.01], [0.11, 0.12, -0.04], [0.29, -0.13, -0.07], [-0.05, 0.72, -0.03], [-0.53, -0.07, 0.20], [0.15, -0.57, -0.01], [-0.02, -0.02, -0.24], [0.09, -0.05, -0.01], [-0.05, -0.03, 0.07], [-0.03, 0.01, 0.03], [-0.10, 0.23, -0.04], [-0.23, 0.26, 0.07], [-0.03, -0.23, 0.10], [0.02, 0.08, 0.06], [-0.10, 0.09, -0.09], [0.07, 0.05, -0.09], [0.01, -0.04, 0.05], [0.05, -0.08, -0.19], [0.08, 0.04, 0.09], [-0.07, 0.04, -0.07]],
  "nbo_charge": [-0.613, 0.216, 0.208, 0.207, -0.210, -0.441, 0.674, -0.614, -0.131, -0.471, 0.440, -0.327, 0.627, -0.573, 0.618, -0.366, -0.416, 0.198, 0.198, 0.252, -0.418, 0.198, 0.199, 0.256, -0.570, 0.434, -0.594, 0.048, -0.610, 0.214, 0.229, 0.234, 0.262, -0.218, -0.616, 0.229, 0.212, 0.198, 0.188, 0.238, 0.206, 0.205]
}